# 1
{"formula": "C12H14N2O", "method": "wB97M-V/def2-TZVPD", "symbols": ["C", "O", "C", "C", "C", "C", "C", "C", "N", "C", "C", "C", "C", "N", "C", "H", "H", "H", "H", "H", "H", "H", "H", "H", "H", "H", "H", "H", "H"], "coordinates": [[-1.4135, -2.9325, 2.9426], [-1.0469, -3.5773, 1.8420], [-0.8217, -2.6120, 0.8470], [-0.7548, -3.1654, -0.5341], [-0.2596, -2.3906, -1.6497], [-0.0089, -0.9933, -1.5438], [0.8094, -0.0657, -2.2978], [0.9100, 1.1163, -1.6011], [0.2639, 0.8863, -0.3006], [-0.3443, -0.4599, -0.2297], [-0.6053, -1.4023, 1.0053], [0.0547, 1.9658, 0.8360], [0.2122, 3.4752, 0.1238], [1.5963, 3.4240, -0.7840], [1.5092, 2.5993, -2.0000], [-1.9213, -1.8288, 3.1178], [-2.2104, -3.6853, 3.2404], [-0.4319, -2.8061, 3.4867], [-1.3633, -4.2007, -0.5738], [-0.1917, -2.9107, -2.6698], [1.4108, -0.2316, -3.3259], [-0.8674, -0.7519, 1.9335], [0.9711, 1.9811, 1.4333], [-0.9967, 2.1917, 1.3639], [-0.5774, 3.7185, -0.6018], [0.3214, 4.1360, 1.0195], [2.3152, 2.9925, 0.1094], [0.8653, 3.0400, -2.7432], [2.5756, 2.4875, -2.4460]], "forces_ev_per_angstrom": [[-1.74, 0.87, 5.63], [0.12, 1.95, -5.52], [-0.17, -8.98, -4.17], [-0.66, -0.17, -0.65], [-1.66, -2.85, 0.38], [0.41, -0.51, 2.76], [0.86, 0.32, -1.86], [-0.70, 0.36, 1.33], [-1.74, 0.18, 1.62], [2.83, 0.23, -1.25], [0.47, 12.88, 0.26], [-0.56, 2.77, -3.31], [2.57, -2.92, -1.08], [0.05, -0.18, 5.14], [0.94, -3.12, 2.25], [0.91, -2.63, -1.70], [1.09, 1.20, 1.60], [-1.37, -0.31, 0.81], [2.10, 2.28, -0.48], [-0.10, 0.78, 1.66], [-1.91, 0.23, 2.55], [1.01, -1.57, -1.52], [-0.71, -0.56, 0.64], [2.30, -1.89, -1.00], [0.06, 0.00, 0.65], [0.05, -0.02, -1.31], [-2.30, 1.24, -4.14], [-0.26, 0.34, -0.05], [-1.88, 0.07, 0.76]], "largest_force_ev_per_a": 12.9, "multiplicity": 1, "smiles": "COc1ccc2cc3n(c2c1)CCNC3", "relative_energy_kcal_mol": 196.2, "homo_ev": -7.8697, "total_charge": 0, "total_energy_ha": -650.14556}

# 2
{"formula": "C9H14N5S", "method": "wB97M-V/def2-TZVPD", "symbols": ["S", "C", "N", "C", "C", "N", "H", "H", "H", "H", "H", "C", "C", "N", "H", "H", "H", "C", "C", "N", "H", "H", "H", "C", "C", "N", "H", "H", "H"], "coordinates": [[0.9883, -3.8354, 4.2934], [1.3129, -2.0124, 3.8701], [0.5930, -0.8199, 4.4598], [1.2498, 0.3455, 3.6982], [2.4001, -0.2963, 2.6747], [2.4027, -1.8045, 2.8416], [0.0968, -4.2409, 3.2511], [-0.1663, -0.7696, 5.1949], [0.9980, 1.4870, 3.8047], [3.1165, 0.2945, 1.9559], [3.0078, -2.4980, 2.3441], [1.7197, 2.1025, -0.5311], [2.9913, 2.0942, 0.2112], [3.9960, 2.0877, 0.7977], [0.8999, 2.5020, 0.0753], [1.7828, 2.7176, -1.4350], [1.4282, 1.0947, -0.8454], [-2.1829, 2.3188, -2.8006], [-0.9112, 2.3105, -2.0583], [0.0934, 2.3040, -1.4718], [-3.0027, 2.7182, -2.1942], [-2.1197, 2.9339, -3.7045], [-2.4744, 1.3109, -3.1149], [-3.0645, -2.3672, -3.9216], [-2.9796, -1.4217, -2.7960], [-2.9125, -0.6748, -1.9067], [-2.3680, -3.2037, -3.8008], [-4.0687, -2.7938, -4.0169], [-2.8268, -1.8835, -4.8751]], "forces_ev_per_angstrom": [[-0.59, 1.76, -1.05], [0.13, -0.71, -0.59], [5.78, -0.47, -5.72], [2.70, -3.53, -2.11], [-3.21, -0.22, 3.23], [-5.06, 6.05, 3.99], [1.09, 1.03, 1.10], [1.31, -0.52, -1.26], [0.48, -2.74, -0.05], [-1.47, -1.14, 1.53], [-1.02, 0.61, 0.91], [3.45, -0.09, 1.99], [1.97, -0.25, 1.05], [-1.30, -0.15, -0.54], [1.50, -0.05, 0.80], [1.56, -0.10, 0.97], [0.87, 0.09, 0.49], [-0.19, 0.06, -0.27], [0.18, -0.01, 0.12], [-9.01, 0.41, -5.20], [0.31, -0.08, 0.07], [0.25, 0.00, 0.25], [0.28, 0.20, 0.28], [-0.03, -0.18, -0.19], [0.05, 0.73, 0.95], [-0.08, -1.28, -1.42], [-0.06, 0.26, 0.18], [0.13, 0.22, 0.21], [-0.01, 0.10, 0.30]], "largest_force_ev_per_a": 10.4, "multiplicity": 1, "relative_energy_kcal_mol": 135.5, "homo_ev": -12.7027, "total_charge": 1, "total_energy_ha": -1022.75249}

# 3
{"formula": "C11H40N18O11", "method": "wB97M-V/def2-TZVPD", "symbols": ["O", "C", "C", "O", "H", "H", "H", "H", "C", "O", "N", "N", "H", "H", "H", "H", "C", "O", "N", "N", "H", "H", "H", "H", "C", "O", "N", "N", "H", "H", "H", "H", "C", "O", "N", "N", "H", "H", "H", "H", "C", "O", "N", "N", "H", "H", "H", "H", "C", "O", "N", "N", "H", "H", "H", "H", "C", "O", "N", "N", "H", "H", "H", "H", "C", "O", "N", "N", "H", "H", "H", "H", "C", "O", "N", "N", "H", "H", "H", "H"], "coordinates": [[-12.1985, -14.8921, 15.6580], [-10.9609, -15.4912, 15.7235], [-10.0676, -15.6506, 14.4802], [-9.8462, -14.5214, 13.6882], [-11.1380, -16.5895, 15.9211], [-10.4112, -15.1612, 16.6267], [-10.6177, -16.3318, 13.7847], [-9.0834, -16.1386, 14.6585], [-11.2641, -13.6609, 10.2488], [-12.2137, -13.3734, 10.9687], [-10.0490, -14.0254, 10.7019], [-11.3722, -13.6708, 8.9000], [-9.8901, -14.0442, 11.7178], [-9.3562, -14.1941, 9.9979], [-12.1422, -13.2969, 8.3788], [-10.6635, -14.0171, 8.2769], [-7.3368, -15.9401, 11.0519], [-6.7510, -14.9029, 11.3446], [-8.4125, -16.3894, 11.7258], [-6.9874, -16.6621, 9.9390], [-8.9080, -17.1938, 11.3879], [-8.7992, -15.8536, 12.5057], [-7.6725, -17.2630, 9.5167], [-6.2878, -16.2424, 9.3550], [-14.9994, -16.5582, 13.5518], [-16.1831, -16.8605, 13.3689], [-14.4131, -15.5490, 12.8460], [-14.1725, -17.0496, 14.4957], [-14.9141, -15.1678, 12.0677], [-13.4115, -15.4791, 12.9606], [-13.4469, -16.4541, 14.8968], [-14.5696, -17.7017, 15.1493], [-7.8647, -15.5341, 20.7443], [-8.7380, -14.8592, 21.2703], [-7.9899, -15.9392, 19.4627], [-6.6268, -15.6962, 21.2975], [-7.3535, -16.4322, 18.8539], [-8.9358, -15.9729, 19.1142], [-6.6207, -15.3729, 22.2497], [-5.9174, -16.3174, 20.9558], [-13.2950, -16.8776, 18.6972], [-13.8234, -17.5028, 19.6136], [-13.1587, -17.3881, 17.4504], [-13.1189, -15.5307, 18.6712], [-13.4895, -18.3073, 17.2274], [-12.5707, -16.9094, 16.7753], [-13.5360, -15.0137, 19.4233], [-12.6132, -15.0930, 17.9031], [-10.7206, -19.3443, 14.3347], [-10.0905, -19.6200, 15.3544], [-12.0655, -19.4880, 14.2228], [-10.0876, -18.8157, 13.2526], [-12.5903, -19.3666, 13.3765], [-12.5532, -19.9037, 14.9958], [-10.6983, -18.4896, 12.5238], [-9.3131, -18.2591, 13.5846], [-15.9619, -13.5872, 16.6048], [-17.0539, -13.1536, 16.2042], [-14.8490, -13.4857, 15.8753], [-15.8213, -14.2673, 17.7584], [-14.0263, -14.0807, 15.9462], [-15.0484, -12.9604, 15.0416], [-16.6251, -14.5046, 18.3107], [-15.0912, -14.9604, 17.7880], [-7.4049, -18.5009, 17.4582], [-6.2982, -18.1722, 17.9200], [-8.3961, -19.0597, 18.2251], [-7.8602, -18.1218, 16.2612], [-8.3616, -18.9845, 19.2241], [-9.2941, -19.1527, 17.7776], [-8.7514, -18.4308, 15.8823], [-7.2254, -17.6070, 15.6752], [-9.9134, -12.2426, 17.3250], [-11.0119, -12.0090, 16.8763], [-8.7908, -11.5146, 17.0209], [-9.7146, -13.1466, 18.3511], [-7.9050, -11.8488, 17.3471], [-8.9011, -10.8343, 16.2931], [-10.4664, -13.8105, 18.4198], [-8.7530, -13.4039, 18.4897]], "forces_ev_per_angstrom": [[-0.11, -0.62, -0.16], [-0.93, -1.14, 0.63], [-0.55, 2.28, -2.76], [0.72, -0.62, 0.20], [0.53, -0.42, 0.32], [0.56, 0.29, -0.21], [-0.34, -0.61, 0.49], [-0.04, -0.41, 0.94], [-0.63, 0.05, 1.88], [0.11, 0.10, -0.50], [-0.28, 0.18, -0.15], [0.01, -0.10, -2.84], [0.10, -0.34, 0.35], [0.48, 0.00, 0.53], [-0.41, 0.09, 0.75], [0.30, -0.02, 0.43], [-0.47, 1.56, 0.46], [0.34, -0.51, -0.13], [0.22, -0.85, 0.09], [0.26, -0.74, -0.41], [-0.02, 0.03, 0.07], [-0.35, 0.86, 0.26], [0.12, 0.00, -0.12], [-0.11, 0.05, -0.04], [-1.20, 1.71, -0.57], [0.51, -0.76, 0.12], [0.40, -0.69, 0.22], [0.39, -1.31, 0.84], [0.21, 0.12, -0.05], [-0.03, 0.76, -0.36], [0.26, 0.62, -0.13], [-0.32, 0.18, -0.05], [0.24, 1.22, -1.11], [0.01, -0.59, 0.74], [-0.97, -0.70, -1.20], [-0.02, 0.17, 0.87], [0.60, -0.16, 0.61], [-0.03, 0.29, 0.08], [0.41, -0.16, -0.01], [-0.17, -0.14, -0.07], [-2.10, 0.12, -0.73], [0.44, 0.11, 0.33], [0.86, -0.77, -0.85], [0.75, 0.24, 0.88], [0.29, -0.16, 0.46], [-0.25, 0.16, -0.06], [0.47, 0.18, 0.10], [-0.39, 0.24, -0.33], [-0.24, 0.22, 0.20], [-0.44, -0.13, 0.20], [-0.08, -0.74, 0.32], [0.05, -0.83, -0.01], [0.12, 0.35, 0.00], [0.11, 0.00, 0.01], [0.31, 0.67, 0.06], [0.02, 0.39, -0.71], [-1.33, -0.31, -1.33], [0.29, 0.46, 0.69], [0.03, 0.54, -0.52], [0.28, -0.89, 1.65], [0.45, 0.25, -0.07], [0.58, -0.30, -0.28], [-0.28, 0.13, -0.41], [0.24, 0.12, 0.11], [-0.30, 1.41, 1.28], [-0.41, -0.46, -0.21], [0.01, -0.80, -0.17], [0.65, 0.06, -1.08], [0.19, -0.02, -0.04], [-0.12, -0.01, 0.26], [0.14, -0.03, 0.13], [-0.06, -0.06, -0.04], [-0.76, 0.27, 0.69], [0.11, 0.21, -0.19], [-0.19, 0.02, 0.15], [0.19, 0.64, -0.44], [0.21, 0.26, -0.40], [0.33, -0.17, -0.16], [0.30, -0.31, 0.15], [-0.26, -0.72, 0.34]], "largest_force_ev_per_a": 3.6, "multiplicity": 1, "homo_ev": -1.1218, "total_charge": -2, "total_energy_ha": -2256.71341}

no.,E_LUMO (eV),orbital gap (eV)
1,0.69,8.6
2,-4.41,8.3
3,3.97,5.1